Entry 1:
Computed, not measured: a cluster of 4 separate species, C18H41O11S in total, with ωB97M-V with the def2-TZVPD basis set.

XYZ file:
```
71
Properties=species:S:1:pos:R:3
C 3.97070 -0.83668 -1.06293
C 3.82317 0.65336 -1.11506
O 4.09091 1.33333 -0.17322
O 3.46363 1.21631 -2.29729
C 2.04353 1.18864 -2.61572
C 1.60036 -0.13342 -3.26475
C 0.38668 -0.83886 -2.63778
C 0.29026 -0.79229 -1.11251
S -0.96904 0.37102 -0.56836
O -2.22646 -0.36092 -0.47280
O -0.49203 0.85895 0.72504
O -1.00173 1.41524 -1.58587
H 4.33312 -1.12054 -0.08225
H 4.65161 -1.17676 -1.84419
H 3.02552 -1.34547 -1.24013
H 1.93590 1.98920 -3.34147
H 1.44877 1.47314 -1.75003
H 1.32664 0.09693 -4.29668
H 2.45683 -0.79787 -3.34623
H -0.52465 -0.45530 -3.08928
H 0.43873 -1.89089 -2.93618
H 1.19534 -0.45741 -0.61295
H -0.00567 -1.75147 -0.69406
C -2.15645 1.61855 3.11857
O -3.15091 1.74146 4.14401
C -2.71660 1.30282 5.41060
C -2.36203 2.46148 6.31793
O -1.22051 3.16675 5.86144
C -1.53294 4.34878 5.15201
H -2.51748 2.14500 2.24040
H -1.20752 2.05896 3.42862
H -2.00014 0.57440 2.84700
H -1.86211 0.62452 5.31719
H -3.54307 0.74541 5.86960
H -2.12633 2.07730 7.31731
H -3.22004 3.13622 6.40771
H -1.90469 5.12423 5.83412
H -2.27585 4.16477 4.37292
H -0.61566 4.70226 4.68454
C -5.26476 2.08064 -6.43521
O -5.22732 2.31344 -5.04509
C -4.99255 1.13198 -4.28195
C -3.55911 1.01771 -3.82208
O -2.68333 0.83306 -4.93659
C -1.97581 2.00782 -5.27860
H -5.25636 3.05069 -6.93213
H -4.39824 1.50532 -6.77168
H -6.18223 1.54921 -6.71897
H -5.27168 0.24669 -4.86256
H -5.64286 1.18088 -3.40346
H -3.44828 0.13982 -3.18123
H -3.25052 1.88565 -3.23716
H -1.21390 2.22941 -4.52339
H -2.64387 2.86835 -5.37671
H -1.48606 1.83076 -6.23735
C 4.10525 -3.94308 4.59428
O 3.49011 -4.91213 3.76572
C 2.49472 -4.36659 2.91007
C 3.00539 -4.18361 1.50019
O 4.02603 -3.19969 1.43537
C 5.32881 -3.74013 1.34558
H 4.96823 -4.41403 5.06331
H 4.44316 -3.07724 4.02018
H 3.41703 -3.60870 5.37800
H 2.13150 -3.41239 3.30133
H 1.65447 -5.06746 2.89389
H 2.17905 -3.83940 0.87034
H 3.36463 -5.13654 1.09864
H 5.50304 -4.17213 0.35287
H 5.50226 -4.50572 2.10635
H 6.03342 -2.92376 1.49874
```

Properties
* multiplicity: 1
* Kohn-Sham gap: 7.997 eV
* E_LUMO: 2.5 eV
* total charge: -1
* energy above the lowest of the compared OMol25 structures with the same formula, charge and spin: 0.0 kJ/mol

---

Entry 2:
Computed, not measured: a cluster of 3 separate species, C18H41O4S in total, with ωB97M-V with the def2-TZVPD basis set.

XYZ file:
```
64
Properties=species:S:1:pos:R:3
C 2.90739 -0.39038 1.11850
C 2.98419 0.59095 -0.05710
C 2.07058 1.82040 0.09746
S 0.90212 2.12536 -1.24746
C -0.13178 0.63479 -1.39554
C -1.54464 0.92453 -0.87465
C -1.77930 0.89183 0.65113
C -0.93256 -0.08329 1.48063
C -1.41562 -1.52134 1.38470
O -1.43576 -1.95430 0.01104
C -0.27659 -2.39983 -0.50295
C -0.41584 -2.65621 -1.96340
O 0.73148 -2.45900 0.14414
H 1.99630 -0.26185 1.70747
H 3.74065 -0.23836 1.80694
H 2.92716 -1.42579 0.77559
H 4.00096 0.97862 -0.16229
H 2.76295 0.07265 -0.99828
H 1.43715 1.77184 0.99207
H 2.61418 2.76875 0.14271
H 1.75232 1.87874 -2.25913
H -0.14717 0.41898 -2.46995
H 0.39691 -0.17699 -0.89031
H -2.20248 0.20438 -1.36815
H -1.83833 1.90746 -1.26004
H -1.69009 1.90847 1.05248
H -2.82875 0.61304 0.79776
H 0.12382 -0.05622 1.19428
H -0.95347 0.20545 2.53533
H -0.77809 -2.19397 1.96292
H -2.44884 -1.61990 1.72240
H -1.25676 -3.31702 -2.18310
H 0.50986 -3.06782 -2.36233
H -0.61856 -1.70070 -2.46126
C 2.63440 0.45120 6.10142
C 1.69730 0.91154 5.00097
O 1.33058 -0.10993 4.08058
C 0.66796 -1.23892 4.63614
C -0.64771 -0.91752 5.32144
H 3.53972 0.01215 5.68048
H 2.91867 1.30469 6.71777
H 2.16862 -0.28404 6.75766
H 2.19071 1.66588 4.38506
H 0.80539 1.38019 5.43126
H 1.33154 -1.77418 5.32213
H 0.50004 -1.89911 3.78290
H -0.51251 -0.28220 6.19691
H -1.11830 -1.84185 5.65833
H -1.33421 -0.41272 4.63891
C -0.19420 1.63442 -5.52933
C -0.52596 0.15354 -5.52607
O -1.20448 -0.28652 -4.35449
C -2.46964 0.31603 -4.10419
C -3.48875 0.11438 -5.20899
H 0.40852 1.89972 -4.65664
H 0.37903 1.87779 -6.42409
H -1.08752 2.25933 -5.53368
H 0.38965 -0.43781 -5.54791
H -1.09798 -0.10920 -6.42023
H -2.35298 1.38568 -3.88864
H -2.82120 -0.16434 -3.18803
H -3.19113 0.60248 -6.13704
H -4.44412 0.54343 -4.90579
H -3.63479 -0.94740 -5.40843
```

Properties
* multiplicity: 1
* Kohn-Sham gap: 9.195 eV
* E_LUMO: -2.9 eV
* total charge: +1

---

Entry 3:
Computed, not measured: a cluster of 3 separate species, C18H42Br2ClN3OP in total, with ωB97M-V with the def2-TZVPD basis set.

XYZ file:
```
68
Properties=species:S:1:pos:R:3
C 0.24140 1.52572 -0.36489
C 1.51918 2.28144 -0.72446
Br 1.88755 3.69372 0.55111
C 2.77329 1.43963 -0.96931
Br 2.97891 1.07786 -2.85644
P 2.88533 -0.09903 0.00593
C 2.33020 0.06040 1.71903
N 3.13068 1.04928 2.47041
C 4.60595 -0.68193 0.06429
C 5.18043 -1.15544 -1.24628
O 6.29369 -0.89409 -1.59585
Cl 4.16127 -2.24067 -2.19826
H 0.26599 0.48370 -0.64704
H 0.00813 1.65770 0.67185
H -0.57497 1.96932 -0.90380
H 1.32862 2.79544 -1.63878
H 3.63119 2.02378 -0.68898
H 2.14177 -1.09821 -0.62610
H 1.27932 0.27316 1.77656
H 2.46705 -0.92959 2.13461
H 3.38483 0.64192 3.35383
H 3.98816 1.27819 1.99949
H 5.20981 0.14512 0.39988
H 4.69277 -1.47035 0.79443
C 0.11377 -7.02752 0.12046
C 1.13651 -5.93911 0.40299
N 0.54666 -4.61455 0.49811
C 1.52159 -3.55338 0.47690
C 2.51578 -3.45468 1.64540
C -0.53395 -4.47070 1.46082
C -0.24443 -4.81749 2.92732
H -0.46770 -6.79315 -0.77100
H 0.62473 -7.97472 -0.04786
H -0.57323 -7.17310 0.95404
H 1.85407 -5.92622 -0.42179
H 1.70539 -6.21192 1.30552
H 0.98852 -2.59680 0.38442
H 2.09762 -3.65406 -0.44924
H 2.04766 -3.07052 2.55137
H 3.32518 -2.76357 1.38383
H 2.97865 -4.41233 1.87448
H -1.36562 -5.09097 1.12265
H -0.91204 -3.44670 1.40045
H 0.30412 -5.75401 3.02868
H -1.18516 -4.93415 3.46660
H 0.31698 -4.03401 3.43530
C -2.82721 3.55672 0.90508
C -2.75510 4.40070 -0.35734
N -3.23961 3.70400 -1.53174
C -2.91491 4.38098 -2.77670
C -3.53059 5.76121 -3.03325
C -4.58787 3.16780 -1.43274
C -5.72837 4.14240 -1.11290
H -2.31422 2.60392 0.75826
H -2.33964 4.08015 1.72839
H -3.85172 3.35110 1.21351
H -1.70582 4.65766 -0.53433
H -3.27823 5.35213 -0.17777
H -3.17277 3.71868 -3.60676
H -1.82450 4.48385 -2.81758
H -4.58596 5.69533 -3.28992
H -3.02725 6.23401 -3.87814
H -3.42174 6.42752 -2.17776
H -4.58389 2.38716 -0.66753
H -4.81414 2.64195 -2.36244
H -5.47324 4.82444 -0.30111
H -6.60999 3.58118 -0.79921
H -6.01883 4.73371 -1.97867
```

Properties
* multiplicity: 1
* Kohn-Sham gap: 6.805 eV
* E_LUMO: -3.3 eV
* total charge: +1

---

Entry 4:
Computed, not measured: a structure of composition C18H42Br2N3ORuSi3, with ωB97M-V with the def2-TZVPD basis set.

XYZ file:
```
70
Properties=species:S:1:pos:R:3
Ru 0.17140 -0.23440 0.16260
Br 2.82410 -0.64700 0.66420
C 2.57240 -0.57160 2.51470
Br 0.01450 -0.53110 2.73290
H 2.85750 0.36760 2.95790
H 2.84800 -1.47280 3.03550
C -3.39420 -0.41590 -0.04400
O -2.17210 0.29630 0.01200
Si -1.98690 1.91030 0.41870
C -2.99790 2.96760 -0.80650
C -2.59920 2.22210 2.19190
C -0.02900 1.97050 0.22780
Si 0.90800 3.07230 1.49190
C 0.69820 2.82410 3.38280
C 0.17830 4.83080 1.21640
C 2.77290 3.18820 1.07780
Si 0.52690 2.10480 -1.65030
C 0.05520 3.86980 -2.21870
C 2.38630 1.91250 -2.06310
C -0.42280 0.76700 -2.66110
H -4.13970 0.17300 -0.57890
H -3.75070 -0.64180 0.96240
H -3.23360 -1.34760 -0.58710
H -4.05220 2.83030 -0.58100
H -2.85190 2.70410 -1.84970
H -2.79170 4.02520 -0.68650
H -3.67190 2.04300 2.21980
H -2.44650 3.25010 2.50270
H -2.13960 1.57390 2.93340
H -0.24820 3.21810 3.74090
H 1.48190 3.39860 3.87110
H 0.78790 1.80220 3.73330
H -0.89570 4.86630 1.32850
H 0.43290 5.22360 0.24340
H 0.62900 5.47400 1.96100
H 3.21420 2.28960 0.66110
H 3.32010 3.43370 1.98380
H 2.95170 3.99700 0.37480
H 0.57200 4.62750 -1.64180
H -1.00450 4.08610 -2.17650
H 0.37810 3.98020 -3.24880
H 2.94820 2.77950 -1.73440
H 2.48710 1.86840 -3.14430
H 2.87460 1.03100 -1.65790
H -1.32190 1.17900 -3.10770
H -0.73720 -0.10240 -2.06040
H 0.19530 0.40200 -3.47670
C 1.44320 -4.17630 -3.47670
C 2.05650 -2.84360 -3.07950
N 1.26700 -2.26950 -2.00690
C 0.57750 -2.98880 -1.09780
N -0.04430 -2.31040 -0.12830
C -0.86570 -3.04320 0.82150
C -1.41040 -4.33910 0.23190
C -0.22530 -5.13460 -0.28040
N 0.52090 -4.32120 -1.22100
C 1.30150 -5.02420 -2.22400
H 2.07480 -4.68490 -4.20210
H 0.46000 -4.01640 -3.92130
H 2.05690 -2.14970 -3.92140
H 3.09080 -2.98350 -2.74650
H 1.37930 -1.27490 -1.82650
H -1.68990 -2.39390 1.13840
H -0.26990 -3.27750 1.71890
H -2.10400 -4.12030 -0.58230
H -1.94100 -4.90870 0.99230
H -0.55340 -6.04020 -0.79340
H 0.42500 -5.42860 0.55240
H 0.79030 -5.96090 -2.45190
H 2.28550 -5.26940 -1.80920
```

Properties
* multiplicity: 2
* Kohn-Sham gap (alpha / beta): 5.455 / 5.399 eV
* E_LUMO (alpha / beta): -8.9 / -8.9 eV
* total charge: +2
* ⟨S²⟩: 0.81
* energy above the lowest of the compared OMol25 structures with the same formula, charge and spin: 197.9 kJ/mol